# 1
Below is the molecule C6H12O, with properties calculated with ωB97M-V/def2-TZVPD.

The geometry in XYZ format:
```
19
Properties=species:S:1:pos:R:3
C -0.898 -0.074 -1.939
C 0.497 -0.294 -1.401
C 0.281 -1.055 -0.104
C -0.799 -0.842 0.924
C 0.380 -0.024 1.200
C 0.256 1.487 0.973
O 1.202 -0.369 2.267
H -1.151 -1.152 -1.537
H -0.943 0.298 -2.988
H -1.499 0.630 -1.345
H 1.035 -0.908 -2.134
H 1.152 0.550 -1.173
H 0.738 -2.049 -0.074
H -0.909 -1.691 1.587
H -1.722 -0.332 0.674
H -0.448 1.976 1.667
H -0.120 1.685 -0.032
H 1.220 2.008 1.082
H 1.954 0.240 2.253
```

Computed properties:
SMILES = CC[C@@H]1C[C@@]1(C)O
E_HOMO = -8.360 eV
ΔE to the lowest compared entry with this formula, charge and spin = 2.700 eV
DFT total energy = -310.9600 Ha
LUMO energy = 0.937 eV
HOMO-LUMO gap = 9.30 eV
F_max = 3.4 eV Å⁻¹

***

# 2
Below is a cluster of 13 separate species, C47H118N8O23 in total, with properties calculated with ωB97M-V/def2-TZVPD.

The geometry in XYZ format:
```
196
Properties=species:S:1:pos:R:3
C 2.382 -28.461 -9.742
C 3.160 -27.482 -8.894
C 4.492 -27.142 -9.582
O 5.218 -26.200 -8.853
C 6.531 -26.009 -9.434
N 2.477 -26.217 -8.886
H 2.843 -29.460 -9.634
H 2.265 -28.175 -10.818
H 1.376 -28.631 -9.227
H 3.424 -27.885 -7.872
H 4.270 -26.671 -10.588
H 5.070 -28.057 -9.603
H 7.054 -27.019 -9.602
H 7.114 -25.395 -8.736
H 6.472 -25.431 -10.417
H 2.970 -25.464 -8.403
H 1.497 -26.132 -8.600
C 1.906 -20.669 -6.031
C 1.655 -22.109 -6.422
C 2.026 -22.386 -7.867
O 3.420 -22.207 -8.067
C 3.752 -22.550 -9.400
N 2.265 -23.027 -5.517
H 2.985 -20.666 -5.805
H 1.359 -20.337 -5.138
H 1.711 -19.929 -6.804
H 0.598 -22.210 -6.392
H 1.543 -21.615 -8.460
H 1.653 -23.335 -8.273
H 3.444 -23.531 -9.704
H 4.839 -22.582 -9.494
H 3.348 -21.789 -10.069
H 2.664 -23.872 -5.919
H 1.608 -23.300 -4.755
C 0.265 -26.313 1.130
C -0.975 -26.970 0.510
C -0.660 -27.803 -0.720
O 0.186 -27.114 -1.645
C -0.383 -26.148 -2.433
N -1.709 -27.857 1.417
H 1.108 -27.038 1.386
H 0.073 -25.743 2.002
H 0.602 -25.499 0.447
H -1.716 -26.219 0.207
H -1.558 -28.269 -1.227
H -0.219 -28.700 -0.387
H -0.739 -25.209 -1.960
H -1.117 -26.514 -3.181
H 0.488 -25.766 -2.960
H -1.118 -28.559 1.791
H -2.155 -27.380 2.196
C 8.304 -28.198 -6.942
C 8.896 -27.305 -5.879
C 8.351 -27.484 -4.478
O 6.983 -27.389 -4.556
C 6.334 -27.235 -3.338
N 10.352 -27.365 -5.747
H 7.254 -28.041 -6.974
H 8.437 -29.282 -6.796
H 8.805 -27.946 -7.904
H 8.727 -26.318 -6.180
H 8.776 -26.725 -3.808
H 8.814 -28.423 -4.149
H 6.822 -26.361 -2.825
H 6.357 -28.160 -2.737
H 5.276 -27.056 -3.605
H 10.945 -27.204 -6.550
H 10.727 -28.210 -5.373
C -1.211 -28.319 -5.709
C -0.333 -27.490 -6.691
C -1.151 -27.144 -7.989
O -0.353 -26.275 -8.835
C -1.120 -25.983 -10.019
N 0.043 -26.169 -6.117
H -2.152 -27.929 -5.610
H -0.810 -28.452 -4.696
H -1.290 -29.378 -5.994
H 0.590 -28.144 -6.859
H -2.109 -26.632 -7.628
H -1.281 -28.092 -8.502
H -0.420 -25.448 -10.688
H -2.012 -25.375 -9.715
H -1.491 -26.897 -10.499
H 0.493 -25.682 -6.904
H 0.805 -26.365 -5.407
C -3.105 -22.462 -3.122
C -2.526 -23.722 -3.781
C -3.147 -24.030 -5.137
O -4.494 -24.289 -5.054
C -5.110 -24.706 -6.254
N -1.082 -23.469 -4.016
H -4.176 -22.515 -2.992
H -2.848 -21.592 -3.683
H -2.791 -22.253 -2.035
H -2.725 -24.513 -3.041
H -2.720 -25.021 -5.449
H -2.885 -23.199 -5.764
H -4.945 -24.020 -7.065
H -6.230 -24.811 -6.010
H -4.694 -25.729 -6.584
H -0.604 -23.374 -3.164
H -0.707 -24.251 -4.519
C 8.425 -21.366 -7.832
C 7.724 -22.741 -7.933
C 8.441 -23.811 -7.157
O 9.773 -24.044 -7.570
C 10.614 -23.688 -6.453
N 6.410 -22.452 -7.186
H 7.835 -20.616 -8.396
H 9.418 -21.498 -8.252
H 8.516 -21.043 -6.818
H 7.548 -23.148 -8.961
H 7.887 -24.790 -7.312
H 8.323 -23.509 -6.070
H 11.648 -23.986 -6.724
H 10.320 -24.220 -5.544
H 10.502 -22.674 -6.211
H 6.091 -21.499 -7.394
H 5.684 -23.089 -7.449
C 6.530 -18.288 -3.406
C 5.184 -18.631 -2.792
C 4.741 -17.753 -1.647
O 5.548 -17.955 -0.491
C 4.813 -17.498 0.668
N 4.098 -18.609 -3.797
H 7.381 -18.625 -2.786
H 6.650 -17.291 -3.762
H 6.632 -18.889 -4.259
H 5.314 -19.617 -2.414
H 3.714 -17.934 -1.374
H 4.771 -16.675 -1.808
H 5.531 -17.444 1.491
H 3.987 -18.095 0.943
H 4.455 -16.469 0.483
H 4.222 -17.989 -4.526
H 3.835 -19.566 -4.102
C 9.506 -21.737 -3.622
O 8.484 -21.936 -2.645
C 7.707 -23.017 -2.720
O 7.902 -23.947 -3.491
O 6.771 -23.052 -1.824
C 6.559 -21.891 -0.963
H 10.263 -22.489 -3.523
H 9.838 -20.723 -3.352
H 9.128 -21.648 -4.643
H 7.275 -21.783 -0.152
H 5.589 -22.002 -0.408
H 6.501 -20.978 -1.543
C 3.530 -28.371 -1.377
O 2.635 -29.359 -1.931
C 3.111 -30.264 -2.692
O 4.331 -30.416 -2.924
O 2.216 -31.176 -3.125
C 0.736 -30.964 -3.050
H 3.906 -28.611 -0.383
H 2.944 -27.461 -1.407
H 4.477 -28.366 -1.911
H 0.475 -31.062 -2.029
H 0.336 -31.757 -3.664
H 0.542 -29.980 -3.409
C -1.446 -34.611 -7.233
O -0.169 -34.330 -6.494
C 0.486 -33.201 -6.866
O 0.295 -32.580 -7.875
O 1.365 -32.931 -5.924
C 2.076 -31.731 -6.230
H -1.257 -34.651 -8.318
H -2.133 -33.727 -7.074
H -1.870 -35.549 -6.837
H 1.360 -30.912 -6.365
H 2.691 -31.837 -7.099
H 2.791 -31.591 -5.440
C 0.498 -20.586 -1.948
O 0.869 -21.946 -2.250
C 2.130 -22.299 -2.082
O 3.040 -21.583 -1.573
O 2.302 -23.549 -2.474
C 3.572 -24.127 -2.208
H 1.102 -20.261 -1.074
H -0.588 -20.673 -1.734
H 0.705 -20.035 -2.803
H 3.513 -25.146 -2.428
H 3.793 -24.067 -1.147
H 4.488 -23.621 -2.714
C 4.100 -29.014 -5.873
O 4.298 -27.579 -5.796
C 3.400 -26.903 -5.027
O 2.415 -27.432 -4.585
O 3.717 -25.626 -4.824
C 4.914 -25.131 -5.433
H 4.455 -29.360 -6.855
H 3.038 -29.331 -5.809
H 4.726 -29.444 -5.086
H 5.758 -25.327 -4.813
H 4.940 -24.021 -5.476
H 5.131 -25.566 -6.412
```

Computed properties:
E_HOMO = -8.670 eV
DFT total energy = -4029.8780 Ha
LUMO energy = 0.594 eV
HOMO-LUMO gap = 9.26 eV
F_max = 4.4 eV Å⁻¹

***

# 3
Below is a structure of composition C36H44ClMnN8OP, with properties calculated with ωB97M-V/def2-TZVPD.

The geometry in XYZ format:
```
92
Properties=species:S:1:pos:R:3
Mn -0.365 0.641 -0.770
C 0.160 1.991 4.380
N -0.981 1.548 3.615
C -2.142 1.181 4.412
C -3.211 0.910 3.365
N -2.429 0.751 2.152
C -3.196 0.658 0.941
C -1.146 1.208 2.308
N -0.294 1.242 1.308
C 1.086 1.672 1.526
C 2.129 0.918 0.678
N 1.885 1.018 -0.755
C 2.876 0.979 -1.606
N 2.700 1.365 -2.918
C 1.463 1.338 -3.657
C 3.893 1.088 -3.703
C 4.963 0.994 -2.628
N 4.190 0.675 -1.437
C 4.959 0.296 -0.278
H -0.210 2.308 5.354
H 0.644 2.851 3.921
H 0.881 1.188 4.549
H -2.408 1.995 5.089
H -1.919 0.291 5.013
H -3.911 1.751 3.263
H -3.796 0.009 3.567
H -3.792 1.565 0.780
H -3.876 -0.192 1.020
H -2.529 0.500 0.081
H 1.406 1.497 2.552
H 1.174 2.749 1.323
H 2.120 -0.137 0.987
H 3.095 1.355 0.954
H -0.444 1.987 -3.498
H 1.133 0.309 -3.863
H 1.670 1.853 -4.608
H 4.076 1.887 -4.422
H 3.776 0.141 -4.246
H 5.483 1.950 -2.494
H 5.702 0.217 -2.827
H 5.785 -0.333 -0.614
H 4.370 -0.281 0.423
H 5.389 1.169 0.226
O 0.683 3.383 -2.790
N 0.396 1.990 -2.912
C -0.611 -0.640 -2.386
C 0.031 -1.867 -2.490
C 0.261 -2.596 -3.690
C 0.969 -3.772 -3.658
C 1.428 -4.316 -2.455
C 1.129 -3.692 -1.249
C 0.476 -2.479 -1.266
P -0.352 -1.574 0.066
C -1.894 -2.546 0.076
C -2.937 -2.199 -0.777
C -4.055 -3.008 -0.864
C -4.129 -4.172 -0.114
C -3.084 -4.527 0.724
C -1.966 -3.718 0.823
C 0.393 -1.979 1.672
C -0.382 -1.804 2.819
C 0.168 -2.008 4.070
C 1.496 -2.392 4.192
C 2.268 -2.582 3.056
C 1.727 -2.363 1.798
H 1.450 3.453 -2.200
H -1.164 -0.299 -3.267
H -0.110 -2.204 -4.623
H 1.168 -4.302 -4.576
H 1.975 -5.247 -2.455
H 1.397 -4.171 -0.318
H -2.864 -1.295 -1.375
H -4.870 -2.733 -1.517
H -5.000 -4.803 -0.181
H -3.135 -5.437 1.302
H -1.157 -3.993 1.483
H -1.422 -1.534 2.712
H -0.444 -1.880 4.950
H 1.927 -2.553 5.168
H 3.296 -2.900 3.149
H 2.336 -2.504 0.914
Cl -0.706 6.176 -0.074
C -1.613 4.867 -0.717
C -2.871 5.054 -1.274
C -3.521 3.944 -1.786
C -2.915 2.700 -1.713
N -1.716 2.513 -1.154
C -1.083 3.582 -0.675
H -3.321 6.033 -1.303
H -4.493 4.041 -2.239
H -3.412 1.823 -2.106
H -0.108 3.428 -0.237
```

Computed properties:
E_HOMO (alpha / beta) = -12.062 / -13.810 eV
DFT total energy = -3863.4995 Ha
LUMO energy (alpha / beta) = -6.333 / -6.063 eV
HOMO-LUMO gap (alpha / beta) = 5.73 / 7.75 eV
net charge = +2
spin multiplicity = 6
F_max = 1.8 eV Å⁻¹